Formula: C23H25N3O2S2
Source: the Open Molecules 2025 dataset
Level of theory: ωB97M-V with the def2-TZVPD basis set

Summary:
- Strongest force on any atom: 1.171 eV/Å
- E_tot: -54492.9320 eV
- Orbital gap: 8.1 eV
- Net charge: 0
- SMILES: CC1(C)Cc2c(C#N)c(SCC(=O)c3ccccc3)nc(N3CCOCC3)c2CS1

```
55
C23H25N3O2S2 (ωB97M-V with the def2-TZVPD basis set)
C -3.95947 4.30143 1.32098
C -3.06135 3.19663 0.77898
C -3.70746 2.50447 -0.41527
C -1.68929 3.76931 0.39729
C -0.75495 2.68231 -0.02166
C -0.32060 2.55385 -1.34790
C -0.67171 3.49514 -2.33142
N -0.96247 4.27633 -3.12095
C 0.43943 1.41849 -1.66868
S 0.92267 1.14999 -3.32876
C 1.65834 -0.50030 -3.15422
C 0.60754 -1.52269 -2.75948
O -0.57190 -1.26891 -2.78050
C 1.11979 -2.85152 -2.33777
C 2.45622 -3.23411 -2.44510
C 2.85563 -4.48380 -2.00850
C 1.93545 -5.36307 -1.45978
C 0.60319 -4.99567 -1.35762
C 0.19841 -3.75115 -1.79726
N 0.83650 0.54619 -0.76391
C 0.48157 0.69508 0.51122
N 0.95130 -0.25148 1.39309
C 1.67826 0.14180 2.58749
C 1.57721 -0.99281 3.60977
O 2.10469 -2.18829 3.08565
C 1.42936 -2.55996 1.90590
C 1.51394 -1.46730 0.83880
C -0.38392 1.73021 0.91897
C -1.01798 1.80750 2.26331
S -2.84870 1.93287 2.12216
H -3.50641 4.77482 2.18955
H -4.12561 5.05747 0.55576
H -4.92049 3.88936 1.61946
H -3.82640 3.20689 -1.23878
H -4.68583 2.11822 -0.13886
H -3.09734 1.67104 -0.75788
H -1.27350 4.30302 1.25746
H -1.82700 4.48549 -0.41559
H 2.44942 -0.44339 -2.40860
H 2.07411 -0.74504 -4.13220
H 3.18696 -2.56905 -2.87788
H 3.89159 -4.77534 -2.09711
H 2.25682 -6.33540 -1.11752
H -0.11772 -5.68096 -0.93812
H -0.83528 -3.44585 -1.72907
H 1.28444 1.06909 2.99802
H 2.74082 0.29364 2.33840
H 2.16353 -0.76311 4.50078
H 0.52323 -1.13884 3.89237
H 1.90582 -3.47552 1.55204
H 0.37115 -2.76247 2.12953
H 0.93446 -1.75457 -0.03613
H 2.56248 -1.32143 0.54113
H -0.67734 2.67305 2.83758
H -0.87161 0.89836 2.84085
```

Löwdin atomic charge list, values in e, 4 entries: -0.110, -0.769, -0.092, -0.124